Entry 1:
C5H11N | wB97M-V/def2-TZVPD

The electronic energy is -251.7225 Ha. Its relative energy (zero: lowest compared OMol25 entry of this formula, charge and spin) is 367.60 kJ/mol. The calculation puts the HOMO energy at -8.430 eV. The value obtained for the frontier orbital gap is 8.5 eV.

```
17
C5H11N (wB97M-V/def2-TZVPD)
C 2.156 -0.344 1.135
C 1.756 -0.317 -0.358
C 0.322 -0.710 -0.371
C -0.554 0.446 -0.638
N -1.990 0.242 -0.557
C -2.448 0.208 0.823
H 1.612 0.416 1.706
H 1.946 -1.322 1.577
H 3.225 -0.135 1.231
H 1.995 0.677 -0.775
H 2.360 -1.071 -0.877
H -2.173 -0.669 -0.972
H -0.283 0.707 -1.683
H -0.274 1.347 -0.060
H -3.496 -0.106 0.852
H -2.392 1.217 1.251
H -1.861 -0.471 1.466
```

=====

Entry 2:
C22H31ClN4OS | wB97M-V/def2-TZVPD

The electronic energy is -2009.5448 Ha. Its relative energy (zero: lowest compared OMol25 entry of this formula, charge and spin) is 42.81 kJ/mol. The calculation puts the HOMO energy at -7.946 eV. The value obtained for the frontier orbital gap is 8.6 eV. The SMILES is CCN1CCN(CCCN(Cc2ccco2)C(=S)Nc2cccc(Cl)c2C)CC1.

```
60
C22H31ClN4OS (wB97M-V/def2-TZVPD)
C -5.749 -2.498 0.717
C -5.505 -1.149 0.029
N -4.125 -0.761 -0.172
C -3.370 -0.532 1.043
C -2.058 0.169 0.673
N -1.255 -0.593 -0.263
C -0.537 -1.727 0.298
C 0.857 -1.815 -0.335
C 1.658 -0.560 0.029
N 2.723 -0.292 -0.914
C 3.853 -1.200 -0.863
C 4.574 -1.062 0.437
C 4.906 -1.972 1.396
C 5.591 -1.253 2.407
C 5.618 0.040 1.989
O 5.007 0.166 0.800
C 2.601 0.574 -1.941
S 3.465 0.439 -3.350
N 1.682 1.586 -1.857
C 1.356 2.358 -0.739
C 2.230 2.473 0.340
C 1.885 3.250 1.428
C 0.678 3.924 1.449
C -0.178 3.817 0.364
Cl -1.679 4.682 0.433
C 0.130 3.040 -0.746
C -0.786 2.905 -1.921
C -2.057 -0.920 -1.428
C -3.378 -1.615 -1.074
H -5.324 -3.312 0.136
H -5.310 -2.510 1.712
H -6.818 -2.668 0.813
H -5.981 -1.160 -0.957
H -5.976 -0.357 0.619
H -3.956 0.110 1.705
H -3.141 -1.471 1.580
H -1.468 0.374 1.569
H -2.298 1.122 0.193
H -0.421 -1.580 1.374
H -1.061 -2.680 0.145
H 1.357 -2.721 0.008
H 0.756 -1.866 -1.421
H 0.954 0.269 0.036
H 2.091 -0.662 1.029
H 3.529 -2.238 -0.987
H 4.515 -0.941 -1.697
H 4.696 -3.022 1.383
H 6.001 -1.648 3.313
H 6.024 0.929 2.428
H 1.486 2.012 -2.754
H 3.179 1.961 0.313
H 2.565 3.339 2.261
H 0.401 4.535 2.293
H -0.853 1.860 -2.221
H -0.409 3.482 -2.767
H -1.779 3.270 -1.680
H -1.471 -1.548 -2.102
H -2.292 0.018 -1.938
H -3.965 -1.766 -1.983
H -3.167 -2.606 -0.632
```

=====

Entry 3:
C32H20Cl2N6O5Ta | wB97M-V/def2-TZVPD

The electronic energy is -2913.6111 Ha. Its relative energy (zero: lowest compared OMol25 entry of this formula, charge and spin) is 47.26 kJ/mol. The calculation puts the HOMO energy at -10.734 eV. The value obtained for the frontier orbital gap is 6.4 eV. Its total charge is +1.

```
66
C32H20Cl2N6O5Ta (wB97M-V/def2-TZVPD)
Ta -0.061 0.369 0.243
Cl -1.575 6.928 0.783
C -1.676 5.217 0.905
C -1.062 4.438 -0.063
C -1.128 3.055 0.027
N -0.482 2.116 -0.810
C -0.163 2.397 -2.107
O -0.404 3.405 -2.726
C 0.586 1.257 -2.739
C 0.610 1.129 -4.117
C 1.287 0.057 -4.669
C 1.982 -0.799 -3.825
C 1.929 -0.582 -2.462
N 1.211 0.407 -1.916
C -1.829 2.464 1.084
C -2.440 3.242 2.052
C -2.358 4.622 1.969
Cl -3.098 5.578 3.190
N -1.776 1.047 1.108
C -2.855 0.325 1.562
O -3.941 0.763 1.850
C -2.537 -1.130 1.714
C -3.569 -2.052 1.745
C -3.251 -3.388 1.911
C -1.920 -3.735 2.097
C -0.958 -2.741 2.061
N -1.249 -1.458 1.844
H -0.543 4.915 -0.879
H 0.094 1.867 -4.716
H 1.282 -0.108 -5.738
H 2.564 -1.621 -4.218
H 2.492 -1.209 -1.784
H -2.977 2.786 2.870
H -4.584 -1.695 1.641
H -4.024 -4.145 1.910
H -1.634 -4.762 2.271
H 0.084 -2.985 2.225
O 1.648 -4.720 -1.295
C 0.508 -4.494 -1.950
C 0.115 -5.454 -2.887
C -1.055 -5.301 -3.596
C -1.868 -4.181 -3.404
C -1.491 -3.223 -2.497
C -0.306 -3.354 -1.752
C 0.055 -2.291 -0.835
O -0.661 -1.179 -0.799
N 1.108 -2.416 -0.066
N 1.388 -1.277 0.655
C 2.276 -1.359 1.587
C 2.717 -0.239 2.379
C 3.763 -0.402 3.293
C 4.258 0.674 3.999
C 3.718 1.940 3.796
C 2.667 2.124 2.913
C 2.149 1.041 2.225
O 1.099 1.189 1.398
H 1.778 -4.010 -0.635
H 0.757 -6.312 -3.030
H -1.353 -6.061 -4.307
H -2.782 -4.064 -3.969
H -2.104 -2.345 -2.335
H 2.748 -2.324 1.763
H 4.191 -1.387 3.436
H 5.069 0.540 4.702
H 4.115 2.790 4.333
H 2.221 3.098 2.752
```

=====

Entry 4:
C2H3F2IO2 | wB97M-V/def2-TZVPD

The electronic energy is -725.8700 Ha. Its relative energy (zero: lowest compared OMol25 entry of this formula, charge and spin) is 22.77 kJ/mol. The calculation puts the HOMO energy at -9.984 eV. The value obtained for the frontier orbital gap is 10.5 eV. The SMILES is O=C(F)F.C=O.I.

```
10
C2H3F2IO2 (wB97M-V/def2-TZVPD)
O -0.595 1.447 -0.612
C 0.427 1.771 -0.235
F 0.718 2.203 0.977
F 1.565 1.793 -0.938
C -2.155 -1.530 0.218
O -1.065 -1.576 0.717
H -2.990 -2.335 0.443
H -2.470 -0.648 -0.601
I 3.885 -1.091 0.100
H 2.679 -0.034 -0.068
```

=====

Entry 5:
C5H6O2 | wB97M-V/def2-TZVPD

The electronic energy is -344.4460 Ha. Its relative energy (zero: lowest compared OMol25 entry of this formula, charge and spin) is 409.35 kJ/mol. The calculation puts the HOMO energy at -10.211 eV. The value obtained for the frontier orbital gap is 10.5 eV.

```
13
C5H6O2 (wB97M-V/def2-TZVPD)
C -1.472 1.091 0.256
C -0.637 -0.179 0.330
O -1.366 -1.248 -0.211
C 0.554 0.211 -0.417
O 1.817 -1.735 -0.461
C 1.627 0.628 -0.898
C 2.229 -0.601 -0.271
H -2.426 0.933 0.754
H -1.641 1.333 -0.797
H -0.925 1.914 0.724
H -0.334 -0.393 1.368
H -0.787 -2.022 -0.255
H 3.020 -0.393 0.471
```

=====

Entry 6:
C25H17Br2GdN3OS | wB97M-V/def2-TZVPD

The electronic energy is -7514.3124 Ha. Its relative energy (zero: lowest compared OMol25 entry of this formula, charge and spin) is 0.00 kJ/mol. The calculation puts the HOMO energy (alpha / beta) at -3.397 / -3.492 eV. The value obtained for the frontier orbital gap (alpha / beta) is 5.8 / 5.9 eV. Its total charge is -1. As for the spin multiplicity: 8.

```
50
C25H17Br2GdN3OS (wB97M-V/def2-TZVPD)
Gd -0.780 -0.970 0.430
S -1.392 -5.877 0.846
C -2.978 -5.310 1.140
C -3.025 -3.961 1.215
C -1.746 -3.281 0.970
C -0.753 -4.213 0.751
C 0.631 -3.966 0.463
C 1.497 -5.023 0.145
C 2.783 -4.842 -0.313
C 3.176 -3.519 -0.450
C 2.295 -2.488 -0.147
N 1.040 -2.711 0.253
H -3.855 -5.912 1.350
H -3.967 -3.410 1.458
H 1.133 -6.076 0.237
H 3.288 -5.706 -0.637
H 4.115 -3.335 -0.804
H 2.550 -1.459 -0.365
C -3.505 1.539 0.451
C -2.400 2.129 -0.359
C -2.303 3.485 -0.629
C -1.151 3.983 -1.271
C -0.170 3.101 -1.766
C 0.923 3.464 -2.637
Br 1.204 5.316 -3.091
C 1.748 2.497 -3.186
C 1.564 1.140 -2.748
Br 2.805 -0.071 -3.464
C 0.597 0.665 -1.872
O 0.463 -0.550 -1.541
C -0.379 1.706 -1.455
N -1.434 1.295 -0.723
H -3.016 0.944 1.260
H -4.178 0.900 -0.140
H -4.044 2.355 0.892
H -3.091 4.240 -0.377
H -1.009 5.067 -1.483
H 2.530 2.729 -3.803
N -0.740 0.042 2.232
C 0.111 1.082 2.148
C 1.378 0.945 1.583
C 2.115 2.018 1.104
C 1.719 3.295 1.421
C 0.571 3.451 2.163
C -0.256 2.422 2.546
H 1.565 -0.070 1.211
H 3.002 1.803 0.503
H 2.342 4.103 1.109
H 0.217 4.454 2.372
H -1.190 2.579 3.007
```

=====

Entry 7:
C23H40INO11S3 | wB97M-V/def2-TZVPD

The electronic energy is -3274.9669 Ha. The calculation puts the HOMO energy at -8.276 eV. The value obtained for the frontier orbital gap is 8.0 eV. The SMILES is CC(=O)OCCC[N@@H+]1C[C@@H](CCCI)O[C@@H](C(=O)[O-])[C@]1(S)CC(=O)O.O=S1(=O)CCCC1.O=S1(=O)CCCC1.

```
79
C23H40INO11S3 (wB97M-V/def2-TZVPD)
C 2.239 -1.914 -1.686
C 0.762 -1.875 -1.423
O 0.183 -2.790 -0.926
O 0.052 -0.742 -1.736
C 0.606 0.107 -2.732
C -0.447 1.136 -3.085
C -0.602 2.318 -2.134
N -1.174 2.029 -0.758
C -2.579 2.537 -0.709
C -3.175 2.372 0.699
C -4.607 1.818 0.706
C -4.868 0.528 -0.104
C -5.343 -0.651 0.785
I -4.265 -2.475 0.461
O -2.354 1.556 1.507
C -1.043 2.084 1.719
C -0.161 0.979 2.377
O 0.587 1.376 3.287
O -0.259 -0.124 1.814
C -0.363 2.585 0.400
S 1.320 1.880 0.311
C -0.375 4.118 0.388
C 0.388 4.777 1.532
O -0.194 5.482 2.300
O 1.737 4.602 1.596
H 2.599 -1.204 -2.413
H 2.480 -2.930 -1.985
H 2.755 -1.757 -0.737
H 0.814 -0.480 -3.630
H 1.536 0.590 -2.427
H -0.194 1.570 -4.054
H -1.405 0.627 -3.214
H -1.319 2.993 -2.604
H 0.312 2.892 -2.024
H -1.222 1.003 -0.617
H -2.561 3.593 -0.965
H -3.120 1.994 -1.479
H -3.212 3.378 1.144
H -4.817 1.576 1.748
H -5.271 2.635 0.422
H -3.987 0.213 -0.655
H -5.659 0.730 -0.827
H -5.210 -0.443 1.840
H -6.382 -0.866 0.566
H -1.135 2.898 2.444
H 1.889 2.868 -0.402
H 0.021 4.500 -0.561
H -1.386 4.503 0.487
H 1.904 3.851 2.196
O -2.897 -5.867 3.804
S -3.380 -4.593 4.286
O -4.704 -4.133 3.934
C -3.204 -4.564 6.071
C -1.808 -3.993 6.294
C -1.668 -2.829 5.303
C -2.169 -3.324 3.943
H -3.342 -5.570 6.461
H -3.973 -3.899 6.464
H -1.671 -3.668 7.326
H -1.057 -4.757 6.079
H -2.278 -1.987 5.637
H -0.645 -2.471 5.227
H -2.639 -2.539 3.365
H -1.378 -3.780 3.357
O 3.849 -1.182 -4.346
S 5.132 -1.383 -3.715
O 5.298 -2.304 -2.623
C 6.335 -1.731 -4.993
C 6.842 -0.357 -5.417
C 7.045 0.435 -4.118
C 5.795 0.227 -3.255
H 5.854 -2.290 -5.791
H 7.127 -2.327 -4.539
H 7.764 -0.435 -5.992
H 6.096 0.138 -6.043
H 7.923 0.054 -3.593
H 7.214 1.494 -4.311
H 6.018 0.217 -2.191
H 5.027 0.969 -3.467
```

=====

Entry 8:
C56H46MoN5O4S4 | wB97M-V/def2-TZVPD

The electronic energy is -4397.3216 Ha. The calculation puts the HOMO energy (alpha / beta) at -2.643 / -3.905 eV. The value obtained for the frontier orbital gap (alpha / beta) is 4.8 / 6.0 eV. Its total charge is -1. As for the spin multiplicity: 3.

```
116
C56H46MoN5O4S4 (wB97M-V/def2-TZVPD)
Mo -0.641 0.417 0.676
O 1.013 -0.456 -0.024
C 2.373 -0.697 -0.333
C 3.300 0.498 -0.126
C 2.998 1.507 -1.159
C 3.768 1.710 -2.298
C 3.213 2.446 -3.337
C 1.921 2.947 -3.219
C 1.312 2.824 -1.967
C 0.041 3.454 -1.604
C -1.197 2.512 -1.786
O -1.089 1.280 -1.167
C -2.502 3.144 -1.171
C -3.708 2.743 -1.714
C -4.934 3.193 -1.167
C -4.897 4.020 -0.053
C -3.678 4.326 0.531
C -2.489 3.962 -0.056
C -1.385 2.410 -3.330
C -1.398 1.139 -3.842
C -1.782 0.958 -5.188
C -2.060 2.035 -6.012
C -2.114 3.321 -5.457
C -1.757 3.495 -4.130
N 1.874 2.172 -0.995
C 2.836 -1.835 0.608
C 3.433 -1.427 1.787
C 4.006 -2.336 2.659
C 3.831 -3.681 2.461
C 3.107 -4.104 1.365
C 2.617 -3.227 0.399
C 2.375 -1.073 -1.843
C 3.431 -1.801 -2.402
C 3.492 -2.025 -3.748
C 2.482 -1.507 -4.558
C 1.462 -0.725 -4.058
C 1.391 -0.528 -2.667
H 4.323 0.129 -0.241
H 3.224 0.952 0.891
H 4.722 1.208 -2.446
H 3.824 2.541 -4.263
H 1.379 3.431 -4.057
H -0.061 4.403 -2.104
H 0.148 3.693 -0.525
H -3.702 2.157 -2.660
H -5.910 2.904 -1.535
H -5.832 4.349 0.426
H -3.575 4.939 1.407
H -1.616 4.370 0.424
H -1.347 0.284 -3.164
H -1.935 -0.051 -5.578
H -2.455 1.909 -7.070
H -2.407 4.134 -6.090
H -1.959 4.501 -3.693
H 3.412 -0.382 2.030
H 4.542 -1.857 3.502
H 4.290 -4.453 3.068
H 2.981 -5.182 1.223
H 2.108 -3.544 -0.519
H 4.250 -2.190 -1.763
H 4.329 -2.605 -4.148
H 2.601 -1.711 -5.637
H 0.641 -0.376 -4.694
H 0.602 0.048 -2.171
O -2.057 -1.464 4.571
S -1.652 -1.579 3.184
O -2.761 -1.532 2.241
N -0.488 -0.535 2.695
C 0.647 -0.368 3.567
C 1.113 -1.562 4.229
C 2.147 -1.592 5.085
C 2.931 -0.454 5.261
C 2.644 0.743 4.531
C 3.473 1.848 4.618
C 3.174 3.020 3.897
C 2.047 3.039 3.123
N 1.155 1.984 3.057
C 1.422 0.787 3.761
C -1.179 -3.222 2.814
C -1.481 -4.255 3.708
C -1.244 -5.533 3.316
C -0.876 -5.864 2.001
C -0.503 -4.852 1.114
C -0.683 -3.559 1.512
H 0.718 -2.536 3.904
H 2.459 -2.485 5.624
H 3.823 -0.432 5.951
H 4.321 1.909 5.281
H 3.669 3.959 3.875
H 1.799 3.844 2.420
H -1.798 -4.070 4.719
H -1.295 -6.402 3.972
H -0.848 -6.920 1.738
H -0.117 -5.089 0.119
H -0.454 -2.738 0.861
C -0.492 -3.098 -1.987
C -1.676 -2.180 -1.819
N -1.940 -1.482 -0.782
C -3.138 -0.868 -0.936
C -3.811 -1.062 -2.100
S -2.866 -2.059 -3.109
C -3.695 -0.098 0.162
C -5.013 -0.053 0.446
S -5.204 0.918 1.823
C -3.554 1.247 1.889
N -2.878 0.664 0.939
C -3.060 1.951 3.123
H 0.167 -3.032 -1.123
H 0.113 -2.894 -2.871
H -0.803 -4.139 -1.939
H -4.796 -0.709 -2.282
H -5.834 -0.530 -0.027
H -3.883 2.259 3.753
H -2.448 2.862 2.942
H -2.448 1.259 3.647
S -0.065 2.268 1.815
```